{
  "formula": "C44H100O32P4S8",
  "method": "ωB97M-V/def2-TZVPD",
  "gap_ev": 9.94,
  "de_lowest_kcal_mol": 56.1,
  "homo_ev": -10.156,
  "total_charge": 0,
  "smiles": "COP(=O)(OC)OC.COP(=O)(OC)OC.COP(=O)(OC)OC.COP(=O)(OC)OC.O=S1(=O)CCCC1.O=S1(=O)CCCC1.O=S1(=O)CCCC1.O=S1(=O)CCCC1.O=S1(=O)CCCC1.O=S1(=O)CCCC1.O=S1(=O)CCCC1.O=S1(=O)CCCC1",
  "elements": ["C", "O", "P", "O", "O", "C", "O", "C", "H", "H", "H", "H", "H", "H", "H", "H", "H", "C", "O", "P", "O", "O", "C", "O", "C", "H", "H", "H", "H", "H", "H", "H", "H", "H", "C", "O", "P", "O", "O", "C", "O", "C", "H", "H", "H", "H", "H", "H", "H", "H", "H", "C", "O", "P", "O", "O", "C", "O", "C", "H", "H", "H", "H", "H", "H", "H", "H", "H", "C", "C", "C", "S", "O", "O", "C", "H", "H", "H", "H", "H", "H", "H", "H", "C", "C", "C", "S", "O", "O", "C", "H", "H", "H", "H", "H", "H", "H", "H", "C", "C", "C", "S", "O", "O", "C", "H", "H", "H", "H", "H", "H", "H", "H", "C", "C", "C", "S", "O", "O", "C", "H", "H", "H", "H", "H", "H", "H", "H", "C", "C", "C", "S", "O", "O", "C", "H", "H", "H", "H", "H", "H", "H", "H", "C", "C", "C", "S", "O", "O", "C", "H", "H", "H", "H", "H", "H", "H", "H", "C", "C", "C", "S", "O", "O", "C", "H", "H", "H", "H", "H", "H", "H", "H", "C", "C", "C", "S", "O", "O", "C", "H", "H", "H", "H", "H", "H", "H", "H"],
  "coordinates": [[-6.181442, -3.708492, 2.355847], [-5.197175, -4.763575, 2.527479], [-4.851775, -5.550088, 3.915289], [-5.566416, -5.030361, 5.088574], [-5.040771, -7.108533, 3.568090], [-5.857168, -7.958495, 4.350512], [-3.232555, -5.578483, 4.074759], [-2.615932, -4.323131, 4.535507], [-7.067096, -4.169823, 1.918938], [-5.842984, -2.875252, 1.740017], [-6.485200, -3.342665, 3.336666], [-5.230224, -8.672372, 4.884747], [-6.427057, -8.644602, 3.723947], [-6.590802, -7.501318, 5.014487], [-3.356318, -3.615441, 4.908459], [-1.935976, -3.909416, 3.790787], [-2.023475, -4.650756, 5.389759], [-5.085382, 2.056856, -6.031368], [-6.212221, 2.764832, -5.507501], [-6.489826, 2.752814, -3.889040], [-6.443870, 1.383800, -3.322959], [-7.842339, 3.570349, -3.701382], [-8.552142, 3.427994, -2.458830], [-5.230027, 3.653290, -3.378790], [-5.163560, 5.079113, -3.549076], [-4.891090, 2.380614, -7.053870], [-5.334452, 0.998043, -6.102076], [-4.126530, 2.099095, -5.514730], [-9.582582, 3.073597, -2.485074], [-8.680566, 4.333476, -1.865775], [-8.113569, 2.658296, -1.823750], [-4.755206, 5.248487, -4.545392], [-4.569135, 5.456394, -2.716963], [-6.107351, 5.615702, -3.452013], [4.911215, 5.758830, -1.150656], [5.186404, 6.416193, 0.034300], [5.825252, 7.903704, -0.109142], [4.995846, 8.765366, -1.013766], [7.380516, 7.693793, -0.562852], [8.248052, 6.748558, 0.086959], [5.990118, 8.373433, 1.457845], [5.763195, 9.617505, 2.018391], [5.663039, 5.901838, -1.926812], [3.908835, 5.903804, -1.553552], [4.934118, 4.671153, -1.083227], [8.937740, 7.372240, 0.655676], [8.676467, 6.211535, -0.759312], [7.762628, 6.008332, 0.722989], [5.518576, 10.356336, 1.255245], [6.667703, 9.821587, 2.591381], [4.987159, 9.653029, 2.782989], [6.663975, 0.537328, 1.418572], [7.839995, -0.076429, 0.902574], [8.180149, 0.237432, -0.678859], [8.549000, 1.660136, -0.943577], [9.263085, -0.867593, -1.111241], [8.809894, -2.227042, -1.313612], [6.859746, -0.229695, -1.474273], [6.748597, -0.127740, -2.855806], [5.768714, -0.083469, 1.453489], [6.456800, 1.432165, 0.831679], [6.846676, 0.915535, 2.424402], [9.477680, -2.848331, -0.716821], [8.996545, -2.427722, -2.368599], [7.756657, -2.421283, -1.110975], [6.503382, -1.122143, -3.228814], [7.586595, 0.295829, -3.409368], [5.807728, 0.410765, -2.969344], [-1.211577, -6.877127, -1.171850], [-1.059386, -7.595427, 0.149686], [0.206599, -7.139688, 0.836527], [1.449810, -7.022707, -0.585939], [2.158786, -8.287695, -0.802572], [2.121480, -5.752741, -0.489665], [0.145605, -6.955775, -1.884733], [-1.529181, -5.841505, -1.050588], [-1.964385, -7.355288, -1.798553], [-0.993919, -8.656392, -0.091466], [-1.944363, -7.463814, 0.772261], [0.633274, -7.709511, 1.661969], [0.068894, -6.125359, 1.211059], [0.357720, -7.869273, -2.440280], [0.364011, -6.088745, -2.508161], [-0.276693, 7.932476, 3.430716], [0.605522, 8.256406, 2.205412], [-0.290938, 8.284603, 0.891399], [-1.850152, 9.116191, 1.494386], [-2.981569, 8.282176, 1.231659], [-1.836412, 10.527018, 1.058912], [-1.392416, 9.022117, 3.330818], [0.370978, 8.044841, 4.300195], [-0.690263, 6.928285, 3.337641], [1.424298, 7.541667, 2.122462], [0.955774, 9.277869, 2.353787], [-0.465652, 7.237804, 0.642817], [0.122794, 8.746857, -0.004843], [-2.303554, 9.017163, 3.929074], [-0.962427, 9.998852, 3.552631], [5.191379, -7.226466, 4.486796], [6.295028, -6.509306, 3.695321], [5.863011, -5.057727, 3.403933], [4.562371, -4.628802, 4.636006], [3.284244, -4.632735, 3.957003], [5.023951, -3.570506, 5.514539], [4.676876, -6.238578, 5.514391], [5.595439, -8.139485, 4.924072], [4.463340, -7.538005, 3.737786], [6.391399, -7.092569, 2.779551], [7.224896, -6.464865, 4.262335], [5.538421, -4.761815, 2.406347], [6.642609, -4.334723, 3.643882], [3.715445, -6.378676, 6.008488], [5.466978, -6.019976, 6.232751], [-5.364522, 2.364190, 3.174519], [-5.031195, 3.599101, 2.274554], [-6.003747, 4.675861, 2.790070], [-7.558729, 3.883114, 3.399256], [-8.718029, 4.131397, 2.537812], [-7.563041, 4.150173, 4.812242], [-6.900186, 2.182005, 3.025937], [-5.024824, 2.550371, 4.193353], [-4.818722, 1.487185, 2.826573], [-5.217965, 3.440950, 1.212381], [-3.972654, 3.855636, 2.316923], [-6.257615, 5.427407, 2.042514], [-5.613640, 5.349577, 3.552979], [-7.064816, 1.867596, 1.995337], [-7.336221, 1.436864, 3.691330], [1.588350, -2.478471, -8.761781], [1.306219, -3.024513, -7.337556], [2.286495, -2.230335, -6.435488], [2.515431, -0.536162, -7.140674], [3.966147, -0.319902, -7.351726], [1.726667, 0.453881, -6.381276], [1.719206, -0.939608, -8.711881], [0.875979, -2.760747, -9.536986], [2.447976, -2.925736, -9.260895], [1.470792, -4.097429, -7.238274], [0.273010, -2.836611, -7.045557], [3.198293, -2.764292, -6.703097], [2.112067, -2.264104, -5.360067], [2.257627, -0.495396, -9.549061], [0.754824, -0.440592, -8.616656], [-4.350177, -4.769257, -5.248772], [-3.514330, -5.763470, -6.050220], [-3.747943, -5.624551, -7.605826], [-4.960853, -4.239963, -7.861335], [-5.968736, -4.501008, -8.877933], [-4.140341, -3.059536, -7.991066], [-5.608520, -4.446248, -6.138335], [-3.884027, -3.799343, -5.075328], [-4.723669, -5.043279, -4.262101], [-3.848577, -6.735462, -5.687439], [-2.445635, -5.850446, -5.854237], [-4.300814, -6.505349, -7.932364], [-2.975584, -5.373996, -8.332995], [-6.287004, -5.295802, -6.215936], [-6.081648, -3.519321, -5.814202], [0.221837, 1.833836, -0.776872], [1.303355, 0.870192, -0.356637], [0.642695, -0.454946, 0.113222], [-0.801684, -0.731241, -1.053090], [-1.990777, -1.074157, -0.329757], [-0.337652, -1.605219, -2.171617], [-0.855261, 1.001010, -1.662475], [0.538783, 2.641862, -1.436219], [-0.266394, 2.264181, 0.097504], [1.971331, 1.289555, 0.395721], [1.885161, 0.697579, -1.262070], [0.111217, -0.334725, 1.057248], [1.275379, -1.337921, 0.203603], [-1.892439, 1.308929, -1.530000], [-0.647086, 0.902354, -2.727848], [1.960560, 2.378615, 7.920358], [2.118270, 0.942752, 7.397327], [1.479028, 0.850439, 6.027181], [-0.182763, 1.697910, 6.203447], [-1.170684, 0.737525, 6.711868], [-0.400780, 2.401444, 4.947615], [0.515697, 2.844143, 7.542976], [2.782822, 2.978497, 7.530332], [2.072250, 2.412061, 9.004110], [1.602478, 0.218034, 8.027279], [3.157739, 0.630562, 7.296616], [1.384097, -0.070272, 5.451535], [2.011275, 1.545389, 5.377670], [-0.176692, 2.791505, 8.383169], [0.515007, 3.891755, 7.241963]],
  "forces_ev_per_a": [[-0.56, -0.77, 1.01], [0.84, -0.39, 0.70], [0.58, -0.01, -0.54], [-0.05, -0.11, -0.35], [-0.23, 1.33, -0.15], [-0.43, -1.54, 0.23], [-1.27, 1.20, -0.63], [0.11, -1.10, 0.58], [0.08, 0.09, -0.22], [0.50, -0.43, -0.01], [0.14, 0.12, 0.02], [0.25, 0.45, 0.46], [-0.07, 0.42, -0.63], [0.47, 0.53, 0.00], [0.00, 0.02, -0.30], [-0.40, -0.06, -0.19], [0.08, 0.25, 0.00], [0.02, -1.07, -0.64], [-0.67, 0.77, 1.46], [2.08, -1.24, -1.09], [-0.17, 1.44, -0.13], [0.11, 0.08, -0.07], [-0.52, -0.76, 1.51], [-1.67, -0.40, 0.47], [-0.01, -0.15, 0.02], [-0.33, 0.37, 0.11], [-0.10, -0.05, 0.12], [-0.31, 0.57, 0.63], [-0.06, -0.08, -1.41], [0.84, 0.44, -0.50], [0.54, 0.18, -0.07], [0.22, 0.41, 0.23], [0.43, -0.05, -0.41], [-0.37, -0.46, -0.18], [-0.28, -1.78, -2.14], [0.94, 1.38, 1.49], [-0.30, 1.10, -0.01], [1.80, -1.07, 1.56], [-2.63, 0.22, 0.27], [0.03, 0.23, -0.49], [-0.49, -2.83, -2.23], [0.18, 1.33, 0.56], [-0.05, 0.67, -0.11], [0.03, 0.87, 0.10], [0.24, -0.15, 1.07], [0.31, -0.53, -0.04], [0.57, 0.02, 0.40], [-0.32, 0.29, 0.06], [0.27, 0.17, 0.12], [0.15, 0.63, -0.34], [-0.46, -0.59, -0.26], [-0.26, 1.32, 0.19], [0.17, -0.58, -2.00], [0.03, 1.17, 0.13], [-0.20, -2.12, 0.38], [-1.11, 0.84, 0.79], [0.89, -0.12, -0.44], [1.16, 0.02, 2.61], [-1.59, -0.30, -1.09], [0.32, -0.42, -0.30], [-0.27, 0.02, -0.09], [0.31, -0.33, 0.05], [-0.30, -0.10, 0.02], [-0.06, -0.19, 0.03], [0.16, 0.30, 0.29], [0.40, -0.17, -0.21], [-0.02, 0.18, 0.34], [0.32, 0.51, -0.72], [0.39, 0.16, -0.75], [-0.34, -0.94, 0.31], [0.89, 0.60, -0.66], [-1.61, -0.83, 0.21], [-0.38, 1.36, 0.60], [0.49, -0.18, -0.01], [0.71, 0.33, 0.32], [0.18, 0.08, 0.10], [-0.08, -0.05, 0.10], [0.04, -0.22, 0.21], [0.09, 0.05, 0.13], [-0.18, -0.39, -0.33], [0.25, 0.18, -0.20], [-0.45, -0.02, -0.03], [0.01, -0.05, 0.05], [-0.71, 0.93, -1.15], [-0.81, 0.41, -1.00], [0.16, -0.55, 1.71], [1.96, 1.54, 0.25], [-0.56, -0.32, -0.08], [-0.08, -2.10, 0.72], [0.39, 0.27, -0.74], [-0.46, -0.13, 0.25], [0.02, -0.03, 0.29], [0.07, 0.23, -0.18], [0.54, -0.10, -0.01], [-0.65, 0.07, -0.03], [-0.04, 0.46, 0.41], [-0.04, -0.77, -0.19], [0.22, 0.05, -0.23], [-0.03, 0.08, -0.27], [-0.40, 0.29, -0.35], [0.18, 0.96, 0.69], [0.47, -1.80, -0.32], [0.12, 0.72, 0.28], [-0.59, -0.19, -0.60], [0.31, 1.07, -0.11], [-0.08, 0.08, 0.20], [-0.48, 0.10, 0.34], [0.57, 0.28, -0.04], [0.04, -0.25, -0.14], [-0.41, -0.59, 0.04], [0.23, -0.19, 0.05], [0.12, -0.27, -0.13], [-0.10, -0.27, 0.33], [-0.08, 0.19, -1.01], [-0.67, -0.21, 0.87], [-0.04, 1.29, -0.72], [1.00, -0.70, -2.04], [1.22, -0.01, 1.15], [-0.58, -0.31, 0.12], [0.88, 0.27, 0.81], [-0.28, 0.10, 0.08], [-0.18, -0.13, -0.03], [-0.26, -0.44, 0.04], [-0.12, 0.32, 0.40], [-0.35, -0.38, -0.46], [0.05, -0.69, 0.62], [-0.50, 0.45, -0.02], [-0.05, 0.25, 0.14], [-0.08, 0.00, -0.72], [-0.28, 1.26, -0.11], [0.27, -0.79, -0.95], [1.04, 0.19, 0.95], [-2.22, -0.22, 0.35], [1.08, -1.39, -1.19], [-0.34, -0.13, 0.30], [-0.81, 0.18, 0.46], [0.74, 0.11, 0.75], [0.16, 0.09, -0.10], [-0.11, 0.09, -0.14], [0.61, 0.55, 0.58], [-0.09, 0.33, -0.19], [0.15, -0.09, 0.22], [-0.15, -0.17, -0.13], [-1.09, 1.78, -1.13], [0.43, -0.74, -0.48], [-1.82, 0.13, 0.30], [0.39, -1.01, 0.79], [0.70, -0.06, 0.98], [-0.27, 0.22, 0.28], [0.97, 0.27, -0.29], [0.43, -0.07, -0.19], [0.29, -0.70, -0.13], [-0.27, -0.31, -0.63], [0.05, 0.81, 0.25], [0.22, -0.04, -0.29], [0.43, -0.21, 0.61], [-0.19, 0.16, 0.10], [-0.25, -0.20, -0.15], [-2.08, -0.65, -1.20], [0.15, -0.91, -0.48], [-1.04, 0.58, -0.29], [2.74, -0.63, -1.90], [-0.27, -0.06, 0.29], [-0.92, 1.48, 1.93], [0.45, -0.25, 1.31], [0.37, 0.01, 0.30], [-0.22, 0.00, -0.10], [-0.09, -0.06, 0.06], [0.33, -0.38, 0.12], [0.15, 0.21, 0.19], [-0.05, 0.10, -0.43], [0.13, 0.20, 0.05], [0.33, 0.29, 0.13], [-0.75, -0.70, -0.14], [-0.20, -1.10, -0.19], [-0.85, 1.54, -0.42], [1.86, -1.11, -0.20], [1.06, 1.62, -0.28], [-0.45, -0.06, 0.94], [-0.07, 0.08, 0.06], [-0.43, 0.33, -0.36], [-0.06, -0.10, -0.01], [0.14, 0.05, 0.36], [0.05, 0.09, 0.29], [-0.12, -0.25, 0.67], [-0.06, 0.14, -0.23], [0.08, -0.32, 0.02], [-0.20, -0.22, -0.55]]
}